Molecular formula: C36H73N18O14P3S
Method: DFT, the ωB97M-V functional and the def2-TZVPD basis

Each line ends with the Löwdin charge.
Positions of all 145 atoms, in Å:
C: -4.766 1.574 -1.007  -0.1498
C: -3.795 2.837 -1.426  -0.2548
C: -3.261 3.591 -0.031  -0.2093
C: -1.806 4.304 -0.441  -0.2090
C: -0.676 3.087 -0.244  -0.2077
C: -0.263 3.031 1.375  -0.2052
C: 1.380 2.948 1.509  -0.1941
C: 1.712 1.814 2.679  -0.1965
C: 2.373 0.436 2.017  -0.2027
C: 1.663 -0.946 2.549  -0.2214
C: 0.033 -0.990 2.385  -0.2113
C: -0.311 -1.072 0.782  -0.2111
C: -1.455 -2.233 0.567  -0.1968
C: -1.949 -2.307 -1.012  -0.1666
C: -0.788 -2.964 -1.974  -0.0512
C: -0.629 -4.600 -1.941  0.0276
C: 0.482 -5.390 -2.911  -0.1824
P: 0.538 -7.293 -2.729  0.6978
N: 2.066 -7.906 -2.687  -0.2367
O: -0.423 -7.983 -4.016  -0.2308
O: -0.140 -7.683 -1.134  -0.2770
C: 1.446 -4.500 -3.936  -0.2617
P: 2.679 -5.465 -5.072  0.3668
S: 2.298 -4.841 -6.917  0.0803
C: 1.347 -2.861 -3.977  -0.0023
C: 0.210 -2.137 -2.988  0.0424
C: 0.102 -0.473 -3.091  -0.1673
O: -0.424 0.299 -2.132  -0.0646
C: 0.615 0.337 -4.461  -0.0082
C: -0.029 1.818 -4.750  0.0289
C: 0.494 2.636 -6.071  -0.0055
C: 1.601 1.914 -7.065  -0.0100
C: 2.254 0.405 -6.769  -0.1512
P: 3.560 -0.343 -7.945  0.7093
N: 3.779 0.463 -9.332  -0.2285
O: 2.984 -1.952 -8.402  -0.2910
O: 5.119 -0.428 -7.106  -0.2447
C: 1.755 -0.406 -5.434  -0.0085
C: 2.286 -1.869 -4.919  -0.1949
O: 3.535 -2.260 -5.235  -0.0798
H: -5.196 1.101 -1.996  0.0759
H: -4.183 0.706 -0.441  0.0737
H: -5.604 1.985 -0.283  0.0502
H: -2.825 2.502 -1.994  0.0815
H: -4.405 3.585 -2.118  0.1165
H: -4.064 4.384 0.283  0.1032
H: -3.134 2.800 0.835  0.1121
H: -1.539 5.211 0.272  0.1042
H: -1.795 4.581 -1.578  0.0981
H: -1.284 2.083 -0.431  0.0787
H: 0.253 3.209 -0.948  0.1068
H: -0.718 3.959 1.971  0.1176
H: -0.751 2.069 1.845  0.0826
H: 1.746 4.013 1.830  0.1039
H: 1.819 2.649 0.465  0.0951
H: 2.517 2.326 3.395  0.0877
H: 0.777 1.597 3.358  0.1037
H: 2.378 0.465 0.827  0.1059
H: 3.521 0.464 2.331  0.1007
H: 1.904 -1.044 3.714  0.1160
H: 2.187 -1.843 1.962  0.1188
H: -0.443 -1.944 2.921  0.1152
H: -0.536 -0.058 2.812  0.0960
H: -0.710 -0.008 0.445  0.0972
H: 0.649 -1.282 0.105  0.1215
H: -0.934 -3.267 0.815  0.1177
H: -2.425 -2.061 1.225  0.1316
H: -2.854 -3.084 -1.019  0.0895
H: -2.396 -1.298 -1.411  0.1189
H: -1.332 -5.220 -1.207  0.0836
H: 2.238 -8.386 -1.777  -0.0306
H: -1.223 -8.419 -3.556  0.0958
H: 0.613 -7.403 -0.505  0.0502
H: 2.378 -6.903 -5.109  -0.0204
H: 4.065 -5.180 -4.797  -0.0122
H: -0.822 2.225 -3.968  0.1061
H: 0.048 3.722 -6.283  0.0757
H: 1.942 2.562 -8.003  0.0892
H: 3.148 1.295 -9.306  -0.0528
H: 3.367 -2.099 -9.332  0.0884
H: 5.002 -0.221 -6.130  0.0679
C: 0.026 5.960 -8.226  -0.7043
O: -0.157 5.579 -7.081  -0.0025
N: 1.253 6.183 -8.731  0.1569
N: -0.982 6.191 -9.086  0.1565
H: 1.424 6.497 -9.671  0.1012
H: 2.040 6.021 -8.117  0.1156
H: -1.922 6.036 -8.746  0.1162
H: -0.851 6.505 -10.033  0.1009
C: 3.843 1.333 6.297  -0.7236
O: 2.836 1.846 5.835  -0.0110
N: 4.920 1.040 5.546  0.1705
N: 3.965 1.015 7.598  0.1781
H: 5.758 0.618 5.908  0.0859
H: 4.869 1.264 4.561  0.0994
H: 3.177 1.218 8.198  0.1175
H: 4.786 0.592 7.997  0.0350
C: -8.395 1.819 0.568  -0.7135
O: -7.421 2.555 0.597  -0.0024
N: -8.295 0.479 0.615  0.1645
N: -9.655 2.283 0.486  0.1530
H: -9.085 -0.144 0.593  0.1006
H: -7.364 0.088 0.677  0.1150
H: -9.774 3.287 0.448  0.1101
H: -10.469 1.693 0.461  0.1003
C: 3.206 -7.422 1.510  -0.7067
O: 2.199 -6.909 1.047  0.0113
N: 4.283 -7.714 0.759  0.1598
N: 3.329 -7.740 2.811  0.1551
H: 5.122 -8.137 1.121  0.1020
H: 4.233 -7.491 -0.226  0.1083
H: 2.540 -7.537 3.411  0.1151
H: 4.150 -8.163 3.210  0.1008
C: 4.694 5.109 7.272  -0.7220
O: 4.828 4.444 8.288  0.0157
N: 5.151 6.369 7.162  0.1393
N: 4.079 4.639 6.172  0.1694
H: 5.050 6.932 6.334  0.0930
H: 5.621 6.761 7.968  0.1070
H: 3.720 3.694 6.213  0.0621
H: 3.959 5.171 5.327  0.0991
C: -4.966 -4.904 -0.052  -0.7145
O: -5.165 -3.700 -0.078  0.0184
N: -3.735 -5.434 0.068  0.1609
N: -5.958 -5.808 -0.142  0.1508
H: -3.551 -6.423 0.091  0.1033
H: -2.960 -4.788 0.138  0.0667
H: -6.900 -5.450 -0.233  0.1128
H: -5.813 -6.803 -0.122  0.0985
C: 7.451 -0.389 8.952  -0.6787
O: 6.444 0.123 8.490  0.0189
N: 8.528 -0.682 8.201  0.1591
N: 7.574 -0.708 10.253  0.1610
H: 9.367 -1.104 8.564  0.1025
H: 8.478 -0.458 7.216  0.1138
H: 6.785 -0.504 10.854  0.1192
H: 8.395 -1.131 10.652  0.1025
C: -9.276 5.768 3.554  -0.7281
O: -10.032 6.450 4.227  0.0161
N: -8.314 6.299 2.777  0.1513
N: -9.337 4.425 3.528  0.1523
H: -7.682 5.754 2.216  0.0972
H: -8.234 7.307 2.768  0.1117
H: -10.047 3.985 4.099  0.1112
H: -8.723 3.846 2.981  0.0818

Cartesian forces (eV/Å) of the 3 atoms listed first:
0.38 0.16 -0.29
0.01 -0.26 1.13
0.05 0.55 -1.47

Calculated values
- frontier orbital gap (eV) = 5.895
- SMILES string = CCCCCCCCCCCCCCc1cc(P(=N)(O)O)c([PH2]=S)c2c1C(=O)c1cccc(P(=N)(O)O)c1C2=O.NC(N)=O.NC(N)=O.NC(N)=O.NC(N)=O.NC(N)=O.NC(N)=O.NC(N)=O.NC(N)=O
- E_HOMO (Eh) = -0.2838
- LUMO (eV) = -1.827
- DFT total energy (hartree) = -4876.24574